(1)
{
  "formula": "C2H4O3P",
  "method": "ωB97M-V/def2-TZVPD",
  "species": ["C", "O", "O", "H", "H", "P", "H", "O", "H", "C"],
  "positions_angstrom": [[-0.06787, 0.09807, 0.58759], [1.97129, -1.59131, 0.25991], [2.69800, 0.80207, -0.19056], [-1.08480, -1.38828, -0.62381], [-1.76915, 0.22561, -0.39151], [1.57685, -0.18496, 0.02717], [-1.72074, -1.14971, 0.88955], [-0.43363, 1.87452, 0.09053], [0.10553, 1.90995, -0.71381], [-1.27547, -0.59597, 0.06493]],
  "spin_multiplicity": 3,
  "total_charge": -1,
  "orbital_gap_ev": [5.43, 8.29],
  "s2": 2.01
}

***

(2)
{
  "formula": "C2H4O3S",
  "method": "ωB97M-V/def2-TZVPD",
  "species": ["H", "H", "C", "O", "O", "O", "H", "C", "H", "S"],
  "positions_angstrom": [[-2.45838, -2.37367, 0.98154], [0.47598, 2.17186, 0.28109], [-2.48859, -1.59396, 0.23402], [3.87422, 0.64396, 0.19439], [2.39481, -1.05927, -0.57478], [0.76754, 1.30423, 0.45214], [-0.10610, 0.88114, 0.50529], [-2.52168, -0.52792, -0.33143], [-2.75190, 0.26317, -1.00992], [2.81410, 0.29045, -0.73233]],
  "spin_multiplicity": 1,
  "orbital_gap_ev": 10.92
}

***

(3)
{
  "formula": "C2H4O3S2",
  "method": "ωB97M-V/def2-TZVPD",
  "species": ["O", "S", "H", "O", "H", "S", "C", "H", "C", "H", "O"],
  "positions_angstrom": [[2.00558, -0.37316, 1.37602], [2.07209, -0.09100, -0.08998], [-0.82148, 1.95346, -0.54346], [1.00824, 1.33493, -0.29566], [-0.19566, -0.44288, 1.22411], [-2.05985, -0.98390, -0.00170], [-0.79686, 0.02099, 0.40492], [-0.22814, 0.67514, -1.62282], [-0.34577, 1.02682, -0.58079], [-1.87447, -1.99054, 0.88073], [1.23629, -1.12986, -0.75136]],
  "spin_multiplicity": 1,
  "orbital_gap_ev": [6.47, 6.47]
}

***

(4)
{
  "formula": "C2H4O3S3",
  "method": "ωB97M-V/def2-TZVPD",
  "species": ["H", "S", "O", "C", "S", "O", "H", "O", "C", "H", "H", "S"],
  "positions_angstrom": [[0.73830, 0.60693, -1.11569], [-1.70888, 1.00865, 0.03792], [-2.60008, 1.98037, 0.60805], [0.85601, 0.64749, -0.10647], [-0.08295, -1.93751, -0.72725], [-0.17718, 1.20285, 0.66245], [1.66561, 1.19941, 0.22404], [-1.48462, 0.79324, -1.41318], [1.17898, -0.80659, 0.21390], [0.98497, -1.23714, 1.28643], [2.16588, -1.24006, -0.29324], [-1.53606, -2.21766, 0.62303]],
  "spin_multiplicity": 1,
  "orbital_gap_ev": [7.32, 6.69]
}

***

(5)
{
  "formula": "C2H4O3Tl",
  "method": "ωB97M-V/def2-TZVPD",
  "species": ["H", "H", "C", "H", "H", "O", "O", "Tl", "C", "O"],
  "positions_angstrom": [[1.51905, 1.99043, -0.59419], [0.54119, -1.19968, 1.16121], [0.46010, 2.26270, -0.65305], [0.39062, 3.30252, -0.32416], [0.06438, 2.18482, -1.67043], [-0.88830, -0.62974, 0.25934], [-0.40659, 1.52930, 0.21437], [-0.73906, -2.00479, -1.68021], [-0.14710, 0.32029, 0.59592], [0.86359, -0.13355, 1.25319]],
  "spin_multiplicity": 1,
  "total_charge": 1,
  "orbital_gap_ev": 10.68
}

***

(6)
{
  "formula": "C2H4O4",
  "method": "ωB97M-V/def2-TZVPD",
  "species": ["C", "H", "O", "H", "O", "C", "H", "O", "O", "H"],
  "positions_angstrom": [[0.74869, -0.11891, -1.94094], [0.19241, 0.00435, -0.99068], [1.95951, 0.49733, -1.79015], [-1.18189, 0.47547, 2.73712], [-1.40041, -0.19239, 0.80622], [-0.76028, -0.25258, 2.01611], [2.00765, 1.10159, -0.99986], [0.22795, -0.95370, 2.29993], [0.45814, -0.88567, -2.94189], [-2.25177, 0.32452, 0.80413]],
  "spin_multiplicity": 1,
  "smiles": "O=CO.O=CO",
  "orbital_gap_ev": 10.64
}

***

(7)
{
  "formula": "C2H4O4",
  "method": "ωB97M-V/def2-TZVPD",
  "species": ["C", "O", "H", "H", "H", "C", "O", "O", "O", "H"],
  "positions_angstrom": [[-1.81069, 0.01339, -0.51710], [-2.26334, -0.50975, 0.42760], [-0.91342, 0.42029, -1.10587], [1.40429, 1.55904, 0.65846], [1.44694, -1.16777, -1.03051], [0.36524, 0.10509, -0.07924], [1.34176, -0.20807, -1.02055], [0.38231, -0.83043, 0.92650], [0.50443, 1.41599, 0.31962], [-0.45752, -0.79779, 1.42109]],
  "spin_multiplicity": 1,
  "orbital_gap_ev": 8.39
}

***

(8)
{
  "formula": "C2H4O4",
  "method": "ωB97M-V/def2-TZVPD",
  "species": ["H", "H", "C", "H", "H", "O", "O", "O", "O", "C"],
  "positions_angstrom": [[1.70179, 1.75783, -0.68434], [-0.57448, -2.67906, 0.60118], [-1.34487, -1.40058, -0.66562], [-0.88972, -0.56073, -1.20474], [1.10590, 0.24092, 0.95973], [0.66176, 3.17024, 0.32858], [-0.27343, -1.98436, -0.03143], [0.96434, 1.15940, 1.14066], [-2.45996, -1.79561, -0.61731], [1.10867, 2.09194, 0.17330]],
  "spin_multiplicity": 1,
  "smiles": "O=CO.O=CO",
  "orbital_gap_ev": 11.46
}

***

(9)
{
  "formula": "C2H4O4P2",
  "method": "ωB97M-V/def2-TZVPD",
  "species": ["O", "H", "C", "O", "O", "H", "H", "P", "C", "H", "P", "O"],
  "positions_angstrom": [[3.04410, -0.88091, -1.44556], [-1.54548, -0.10604, -1.76094], [-0.65056, 0.15335, 0.12579], [-2.43813, 0.24354, -1.61588], [-1.90250, 2.29494, -0.02542], [-0.96193, 2.22592, 0.12350], [-0.65238, -1.29026, 1.78585], [2.92649, -0.45622, -0.00144], [-0.12336, -0.76633, 0.97356], [0.99425, -0.91472, 0.73712], [-2.38032, 0.68187, 0.02954], [3.68982, -1.18515, 1.07389]],
  "spin_multiplicity": 3,
  "total_charge": -2,
  "orbital_gap_ev": [3.51, 6.61],
  "s2": 2.01
}

***

(10)
{
  "formula": "C2H4O4S",
  "method": "ωB97M-V/def2-TZVPD",
  "species": ["S", "H", "C", "O", "C", "H", "H", "O", "O", "O", "H"],
  "positions_angstrom": [[-0.91593, -1.70933, 1.54749], [-1.40178, -2.60507, -1.96220], [-1.06743, 1.11920, 1.75829], [-1.48030, -1.65167, 0.25728], [-0.82481, -0.13525, 2.46721], [-0.79680, -1.23216, -2.21710], [-2.10796, 1.28219, 1.21462], [-1.90292, -0.95018, 2.63746], [-0.31110, 2.04003, 1.64337], [-0.72384, -2.09347, -2.53572], [0.05193, -0.00405, 3.14739]],
  "spin_multiplicity": 1,
  "orbital_gap_ev": 10.01
}

***

(11)
{
  "formula": "C2H4O5Si2",
  "method": "ωB97M-V/def2-TZVPD",
  "species": ["H", "O", "O", "C", "H", "O", "Si", "O", "O", "Si", "H", "H", "C"],
  "positions_angstrom": [[-0.30867, -4.05450, -3.38002], [-0.32917, -2.64506, -1.25765], [-0.86855, 3.26185, -0.33326], [-1.06339, 2.87916, 0.84823], [1.01599, 0.73670, 0.14063], [0.17909, 0.12645, 4.01643], [0.16771, -2.85066, -2.66787], [-1.63369, 3.50176, 1.75134], [1.06969, 1.83958, 2.73741], [-0.09302, 1.18604, 1.19939], [1.71229, -3.06814, -2.46215], [-0.12636, -1.67257, -3.57190], [0.27807, 0.75938, 2.97944]],
  "spin_multiplicity": 1,
  "total_charge": -2,
  "orbital_gap_ev": 7.39
}

***

(12)
{
  "formula": "C2H4O8Si",
  "method": "ωB97M-V/def2-TZVPD",
  "species": ["O", "O", "O", "O", "O", "O", "H", "H", "O", "C", "C", "Si", "O", "H", "H"],
  "positions_angstrom": [[1.55278, -1.79395, 1.46598], [-1.71635, 2.97273, -1.52403], [-1.00862, 1.80633, -1.30233], [-1.45843, 2.03035, 0.90385], [2.47369, -2.59359, 2.38232], [1.89972, 0.35195, 1.99712], [1.08308, -0.15016, -1.85188], [-2.24889, 2.93858, -0.64346], [-1.47452, -1.27031, 0.22846], [-0.97349, 1.43758, -0.01248], [1.48920, -0.57648, 1.37916], [-0.28439, -0.35311, -0.25534], [0.23557, -0.51702, -1.77654], [-1.58505, -2.17782, 0.46470], [2.71493, -1.99811, 3.12655]],
  "spin_multiplicity": 1,
  "orbital_gap_ev": 8.97
}

***

(13)
{
  "formula": "C2H4OS",
  "method": "ωB97M-V/def2-TZVPD",
  "species": ["H", "H", "C", "C", "O", "H", "S", "H"],
  "positions_angstrom": [[1.18137, -0.88775, -0.79987], [-0.79964, 0.68284, -1.05015], [-0.55149, 0.52995, -0.01757], [0.76955, -0.21981, 0.02986], [1.16080, 1.91416, 1.70130], [-1.29882, 0.33903, 0.76409], [1.01107, 1.63271, 0.25566], [1.12133, -0.78404, 0.94470]],
  "spin_multiplicity": 1,
  "orbital_gap_ev": 10.31
}

***

(14)
{
  "formula": "C2H4OS2",
  "method": "ωB97M-V/def2-TZVPD",
  "species": ["O", "S", "S", "H", "C", "H", "C", "H", "H"],
  "positions_angstrom": [[-2.15184, -1.18130, -2.95506], [-0.11607, 0.14009, -1.46187], [-1.95021, -0.67406, -1.60028], [0.33141, 1.28297, 1.44801], [0.18246, -0.31736, 0.14949], [1.37654, 0.00361, 1.90527], [1.00935, 0.57070, 1.09888], [-0.28080, -1.06956, 0.83200], [1.59916, 1.24490, 0.58356]],
  "spin_multiplicity": 1,
  "orbital_gap_ev": [8.25, 6.77]
}

***

(15)
{
  "formula": "C2H4OS2",
  "method": "ωB97M-V/def2-TZVPD",
  "species": ["H", "S", "H", "H", "O", "C", "C", "H", "S"],
  "positions_angstrom": [[0.38885, 0.60305, -1.78921], [-0.32530, -0.46964, 1.76862], [-0.66737, 1.15688, -0.76066], [-0.44510, -2.45291, 0.05008], [0.01606, -1.73122, -0.44558], [0.22803, 0.67621, -0.69351], [0.00505, -0.54167, 0.13371], [0.90366, 1.28694, -0.29618], [-0.10388, 1.47237, 2.03273]],
  "spin_multiplicity": 1,
  "orbital_gap_ev": [7.60, 7.60]
}

***

(16)
{
  "formula": "C2H4OS2",
  "method": "ωB97M-V/def2-TZVPD",
  "species": ["H", "S", "H", "H", "S", "H", "O", "C", "C"],
  "positions_angstrom": [[2.58051, 0.93926, 0.78386], [-2.11906, -0.45497, -0.16421], [0.35302, -1.29019, -0.08165], [-1.51361, -1.58470, 0.46633], [2.26946, -0.26051, -0.23827], [0.28896, -1.01888, 1.66872], [-0.52070, 1.73799, 0.02445], [-0.54818, 0.46412, 0.07244], [0.55656, -0.38107, 0.49537]],
  "spin_multiplicity": 1,
  "orbital_gap_ev": 9.78
}

***

(17)
{
  "formula": "C2H4OS2",
  "method": "ωB97M-V/def2-TZVPD",
  "species": ["H", "H", "H", "S", "S", "O", "C", "C", "H"],
  "positions_angstrom": [[0.76674, -0.22242, 0.44106], [1.18714, -2.31650, -0.85412], [-1.03383, 2.17858, 2.58659], [-1.45154, 1.21831, 1.71086], [0.71381, 1.15154, 1.03587], [0.90025, 1.94248, -0.17317], [0.23907, -0.56194, -1.93545], [0.67447, -1.51047, -1.31693], [-0.09496, 0.34323, -2.53734]],
  "spin_multiplicity": 1,
  "orbital_gap_ev": 9.38
}

***

(18)
{
  "formula": "C2H4OS3",
  "method": "ωB97M-V/def2-TZVPD",
  "species": ["H", "C", "H", "H", "C", "S", "S", "H", "O", "S"],
  "positions_angstrom": [[2.01493, -0.73273, 0.34660], [-0.02618, -0.80499, 0.09442], [1.32539, 0.77981, 0.03362], [-0.39928, -0.67376, 1.09403], [1.28766, -0.25279, -0.21776], [-1.84511, 0.92673, -0.04505], [-0.71213, 2.34646, -0.64331], [1.24852, -0.41367, -1.32859], [-2.10496, 0.81647, 1.36954], [-0.78885, -1.99153, -0.70349]],
  "spin_multiplicity": 1,
  "orbital_gap_ev": 7.03
}

***

(19)
{
  "formula": "C2H4OSi",
  "method": "ωB97M-V/def2-TZVPD",
  "species": ["H", "O", "C", "H", "H", "H", "C", "Si"],
  "positions_angstrom": [[-2.15074, -0.61212, -0.19407], [2.81784, 0.30618, -0.07419], [0.41774, -0.71825, 0.14780], [-0.83030, 1.47866, -1.21820], [-1.29716, 1.07558, 1.11440], [0.37799, -1.84131, 0.15558], [1.73855, -0.03859, 0.09675], [-1.07393, 0.34985, -0.02807]],
  "spin_multiplicity": 1,
  "smiles": "O=C=C[SiH3]",
  "orbital_gap_ev": 9.30
}

***

(20)
{
  "formula": "C2H4OSi",
  "method": "ωB97M-V/def2-TZVPD",
  "species": ["Si", "O", "C", "H", "H", "H", "C", "H"],
  "positions_angstrom": [[1.04180, -0.01927, 0.33931], [-1.87615, 0.30365, 0.56347], [-0.72030, 0.04916, -0.36128], [1.66697, -1.26533, -0.25018], [1.06061, 0.09879, 1.89318], [-0.82292, 0.64055, -1.37853], [-1.90212, -0.80845, -0.09142], [1.55210, 1.00090, -0.71456]],
  "spin_multiplicity": 1,
  "orbital_gap_ev": 10.16
}